[1]
Formula: C37H92Cl10N6O12
Source: the OMol25 dataset
Level of theory: ωB97M-V/def2-TZVPD

Positions of all 157 atoms, in Å:
Cl (3.38156, -4.74062, 3.55881)
Cl (1.51472, -2.81126, 4.66553)
Cl (-3.33351, 2.35994, -3.71083)
Cl (5.32548, -2.90849, 1.27052)
Cl (3.81796, -0.96402, -0.40970)
Cl (-7.45241, -0.35743, 1.41827)
Cl (-3.31301, 2.56454, -6.63619)
Cl (-5.02633, 0.58397, 0.19504)
Cl (-1.96070, -5.67367, 4.42082)
Cl (-4.52026, -4.45081, 4.53079)
O (3.30606, 3.10188, 0.78969)
O (3.79776, -0.01566, 5.29340)
O (1.11182, 3.50960, 0.73837)
O (-3.35690, 2.17449, 4.97944)
O (0.00334, 5.34769, -1.47940)
O (2.97117, -0.96398, 6.98619)
O (-0.24597, -0.20596, -1.20348)
O (2.17225, 3.37178, 2.76498)
O (-3.26720, -3.76442, 0.00235)
O (2.04393, -3.36035, -3.20216)
O (1.90307, 0.89801, 6.19254)
O (0.65497, 1.59687, -5.81573)
N (5.74576, -3.44199, -3.91269)
N (-1.37829, -0.93008, 4.28897)
N (-2.55600, -5.50699, -2.33794)
N (2.78036, 7.50200, -2.47776)
N (1.80932, -0.55840, -3.19105)
N (-0.66128, -2.35205, 1.71435)
C (3.92062, -3.05202, -5.51048)
C (-4.35997, 2.52883, -5.17614)
C (1.29056, -0.17073, -4.49819)
C (-2.79663, -4.11391, 4.63889)
C (-2.89104, -4.07937, -2.43696)
C (0.90746, 1.31343, -4.48757)
C (-2.58142, 0.01868, 4.18128)
C (2.80710, 0.06598, 6.17555)
C (4.88960, 0.05738, 3.16068)
C (-1.08449, 2.48622, 1.53358)
C (-2.36365, 1.16541, 5.12149)
C (-3.83330, -3.59759, -1.34465)
C (3.31419, -3.99379, -3.34043)
C (0.08184, -1.00645, -4.70116)
C (0.96042, -4.21988, -2.88016)
C (-0.22337, 3.74008, 1.27785)
C (-1.59097, 0.27415, -1.54516)
C (-0.00675, 2.87606, -5.94834)
C (4.36371, -3.00975, -4.07968)
C (-0.43721, -1.12534, 1.02568)
C (2.05171, -1.15652, 8.06983)
C (-0.63642, 4.16197, -1.94903)
C (-0.24998, -1.35040, -0.45413)
C (-3.44411, -3.77023, -3.87074)
C (4.57859, -2.59282, -0.31237)
C (1.69469, 7.08335, -1.57308)
C (-3.86117, -0.75498, 4.54320)
C (0.97874, 5.91955, -2.33725)
C (0.86469, -0.52867, 1.58840)
C (3.89416, 0.78676, 4.09743)
C (3.27882, 2.78685, -0.60227)
C (2.45111, -3.27841, 3.22205)
C (-3.38166, 2.99919, 6.16947)
C (0.76738, 8.20107, -1.14440)
C (-6.20874, 0.92591, 1.50660)
C (2.18612, 3.43842, 1.54201)
C (-4.12323, -3.26065, 1.01505)
H (-1.40983, -2.82009, 1.22373)
H (3.28615, 6.72134, -2.87126)
H (-4.39874, -2.21792, 0.85720)
H (1.70691, 5.18559, -2.68246)
H (0.06681, 1.41208, -3.80079)
H (0.99102, -4.72387, -1.91415)
H (-1.42780, 1.69111, 4.93198)
H (0.69903, -1.83965, -0.67351)
H (6.28417, -2.72884, -4.38347)
H (-4.06584, 3.80969, 5.91830)
H (-3.21302, -6.04774, -2.88200)
H (-2.42021, -3.36840, 3.93844)
H (-1.98240, -3.47791, -2.41025)
H (-2.37662, 3.33303, 6.42744)
H (-2.32664, 0.14414, -0.75144)
H (-2.28515, 0.88420, 6.17166)
H (5.18990, 0.67190, 2.31199)
H (-2.64483, 0.42424, 3.17152)
H (-2.66351, -3.76621, 5.66333)
H (3.25609, -4.95927, -3.84298)
H (-1.19173, -0.37025, 1.24623)
H (0.49066, 8.84811, -1.97677)
H (-5.06392, 3.35542, -5.07971)
H (-1.06839, 1.99997, 0.55818)
H (-2.77073, -5.81845, -1.40147)
H (-4.34549, -1.31932, 3.74630)
H (-0.88211, 4.40727, 0.72196)
H (-6.74766, 1.83940, 1.25519)
H (4.22389, 1.78679, 4.37905)
H (0.43227, 6.40042, -3.14856)
H (2.17010, 6.65429, -0.69104)
H (4.55268, -0.88907, 2.73780)
H (-5.72465, 0.85016, 2.48026)
H (-4.79297, -4.10001, -1.46596)
H (-0.17949, 7.87057, -0.71744)
H (-0.74390, 1.80507, 2.31341)
H (-0.97457, -2.01312, -0.92728)
H (-0.32783, -0.74149, -5.67587)
H (-1.20093, 4.29656, -2.87170)
H (-2.08763, -0.22857, -2.37505)
H (4.47003, -2.30088, -6.07795)
H (0.73072, 3.67142, -5.84053)
H (0.76890, -5.01502, -3.60068)
H (1.04006, -1.23760, 7.67220)
H (3.92431, -4.03724, -5.97679)
H (4.33209, -1.98140, -3.71970)
H (2.88412, -2.71679, -5.47321)
H (-0.69446, -0.85607, -3.95092)
H (3.80370, -3.35013, -0.43126)
H (0.10203, 3.37650, -2.10979)
H (-3.92466, -2.51556, -1.43931)
H (3.70379, -4.26973, -2.36054)
H (2.37232, -2.06625, 8.57746)
H (-3.68844, -3.55226, 1.97109)
H (-0.05661, 4.27582, 2.21235)
H (-0.75237, 3.06420, -5.17585)
H (-1.50580, 1.34299, -1.74122)
H (3.34433, 3.67026, -1.23739)
H (0.07031, -3.61170, -2.71920)
H (-1.26645, 3.79007, -1.14105)
H (1.04142, -0.46514, 2.66210)
H (-4.94238, 1.61176, -5.26502)
H (2.35927, 2.25624, -0.84917)
H (-4.24567, -4.48717, -4.04856)
H (-2.64376, -3.81610, -4.60928)
H (-3.66664, 2.44291, 7.06247)
H (-3.98475, -2.82643, -3.94174)
H (-0.49777, 3.04137, -6.90735)
H (-1.22689, -1.25481, 5.23329)
H (2.15093, -0.37826, 8.82651)
H (5.40199, -2.62272, -1.02596)
H (1.29188, 8.77625, -0.38140)
H (-0.51460, -0.45057, 4.07870)
H (1.09205, -0.45449, -2.48760)
H (2.87368, 1.02277, 3.79570)
H (5.75156, -0.25114, 3.75224)
H (1.70998, -3.54417, 2.46826)
H (-2.05567, 2.85823, 1.85995)
H (3.08693, -2.51578, 2.77233)
H (1.76704, 1.86479, -4.10649)
H (2.50295, 8.09430, -3.24740)
H (-4.70663, -0.17922, 4.91975)
H (-3.60931, -1.39851, 5.38614)
H (-5.08444, -3.77461, 1.00987)
H (1.73493, -1.06110, 1.20458)
H (0.28952, -2.07480, -4.76115)
H (4.10027, 2.13527, -0.90017)
H (-1.01439, -2.14457, 2.63758)
H (0.91441, 0.54274, 1.39426)
H (2.04318, -0.40697, -5.25042)
H (6.07001, -3.40514, -2.95686)
H (1.84480, -1.54922, -3.38370)

Calculated values
HOMO-LUMO gap = 8.5 eV
lowest unoccupied orbital energy = 0.11 eV
molecular weight = 1167.703 g mol⁻¹
highest occupied orbital energy = -0.3096 hartree
multiplicity = 1

[2]
Formula: C37H94NO41P9
Source: the OMol25 dataset
Level of theory: ωB97M-V/def2-TZVPD

Positions of all 182 atoms, in Å:
P (-14.27806, 27.58788, -29.62626)
P (-10.08719, 22.93802, -21.45610)
P (-10.68922, 30.36843, -22.88172)
P (-7.51438, 26.05584, -27.26556)
P (-14.06358, 26.69437, -24.98645)
P (-12.89347, 28.54737, -17.05189)
P (-17.25408, 24.06188, -20.64770)
P (-13.89782, 32.63349, -27.63161)
P (-16.58544, 30.23104, -20.71433)
O (-18.13686, 25.34442, -21.07446)
O (-12.81552, 26.31957, -25.74791)
O (-13.96160, 27.52234, -31.07407)
O (-19.65306, 24.76013, -24.04632)
O (-13.42396, 28.71912, -28.85248)
O (-10.04375, 24.22893, -20.69214)
O (-14.15683, 28.30734, -24.48172)
O (-16.27899, 23.60655, -21.63298)
O (-9.91052, 30.38422, -24.31253)
O (-14.33900, 25.76819, -23.62050)
O (-6.94096, 25.33378, -26.08607)
O (-9.45180, 30.26448, -21.79004)
O (-11.55523, 28.04380, -16.26216)
O (-14.10445, 34.16952, -28.15881)
O (-9.20990, 22.95156, -22.87964)
O (-15.89537, 27.88766, -29.15283)
O (-14.04547, 26.17650, -28.85418)
O (-9.39222, 21.66220, -20.72386)
O (-21.18897, 23.78605, -25.30402)
O (-15.47719, 29.72797, -21.80184)
O (-19.81911, 26.83924, -29.29098)
O (-17.83894, 30.40620, -21.74927)
O (-15.38962, 26.49476, -25.99504)
O (-11.31694, 28.83190, -22.92480)
O (-6.48541, 26.25844, -28.57029)
O (-13.27811, 27.30166, -18.11839)
O (-18.43313, 22.94072, -20.27673)
O (-15.38820, 32.00671, -27.89249)
O (-12.91061, 32.01058, -28.79768)
O (-8.77275, 25.36655, -27.92131)
O (-19.12418, 28.69419, -28.03717)
O (-11.56383, 22.48864, -21.88806)
O (-20.28650, 26.98724, -27.18068)
O (-16.65783, 24.56641, -19.21272)
O (-16.16321, 31.71093, -20.39585)
O (-11.56328, 31.53101, -22.65906)
O (-13.43026, 32.52121, -26.22197)
O (-12.89050, 29.89474, -17.71656)
O (-16.74138, 29.30114, -19.55093)
O (-14.09096, 28.38415, -15.98047)
O (-7.99358, 27.58655, -26.96570)
N (-20.02161, 24.07657, -25.01028)
C (-5.27435, 26.84808, -28.29080)
C (-12.16490, 28.50590, -28.29321)
C (-16.82037, 22.53049, -26.19699)
C (-20.37932, 27.59567, -25.87064)
C (-11.42037, 26.73675, -15.80075)
C (-15.10616, 32.00798, -19.43936)
C (-17.82661, 23.01192, -25.31721)
C (-15.54768, 25.38775, -19.20532)
C (-16.68362, 26.73200, -25.58540)
C (-16.32296, 29.22828, -29.08956)
C (-10.03904, 25.32773, -27.25141)
C (-19.14391, 23.60369, -27.21210)
C (-19.00380, 22.15673, -21.34517)
C (-13.30094, 25.02293, -22.97702)
C (-14.67074, 29.31381, -25.31865)
C (-7.93291, 23.52015, -22.85435)
C (-9.27106, 20.39601, -21.40543)
C (-19.33448, 27.24167, -30.55907)
C (-15.07111, 25.21250, -28.74565)
C (-12.30251, 27.06027, -19.14274)
C (-16.97569, 22.65882, -27.54748)
C (-18.16262, 23.09494, -28.10382)
C (-7.30938, 28.33611, -25.87394)
C (-9.70172, 30.46457, -20.43363)
C (-17.58157, 26.39053, -21.87075)
C (-17.78792, 31.21815, -22.88372)
C (-15.37367, 28.68384, -16.39399)
C (-19.60026, 27.55232, -28.13845)
C (-13.16572, 35.18866, -27.98067)
C (-10.59647, 30.47810, -25.58388)
C (-13.32613, 32.19926, -30.13047)
C (-18.98673, 23.56420, -25.84975)
C (-20.29243, 28.24531, -31.27737)
C (-16.55041, 32.53395, -27.35229)
C (-12.47402, 22.15709, -20.85258)
C (-14.09712, 29.53921, -21.41919)
C (-10.49180, 27.75795, -23.04193)
H (-14.28663, 32.70452, -30.23167)
H (-15.88560, 29.20423, -15.58454)
H (-10.83003, 27.11656, -23.85576)
H (-15.60659, 29.88418, -29.58425)
H (-8.02501, 24.58220, -23.08166)
H (-18.83050, 22.41195, -22.39060)
H (-8.05935, 28.79416, -25.22908)
H (-9.55171, 29.54068, -19.87504)
H (-18.34062, 23.13209, -29.16840)
H (-14.23015, 30.30256, -25.19081)
H (-20.10059, 23.90854, -27.60989)
H (-11.99348, 21.75235, -19.96186)
H (-16.74813, 26.03540, -22.47685)
H (-16.15088, 22.34470, -28.16991)
H (-19.21910, 26.33607, -31.15462)
H (-5.11257, 27.73485, -28.90363)
H (-14.40744, 29.00934, -26.33161)
H (-10.67954, 30.89222, -20.21210)
H (-10.81456, 25.68234, -27.93031)
H (-13.54796, 23.99101, -23.22643)
H (-16.79048, 27.42684, -24.75241)
H (-13.71930, 28.59573, -21.81316)
H (-11.98163, 26.02015, -19.08540)
H (-12.69641, 27.27191, -20.13679)
H (-11.97750, 27.46565, -28.55940)
H (-10.16586, 31.26859, -26.19853)
H (-21.32671, 27.90226, -31.30332)
H (-6.66442, 27.68028, -25.28912)
H (-11.63724, 30.78155, -25.47060)
H (-13.36691, 31.27842, -30.71228)
H (-12.99194, 23.04085, -20.47998)
H (-18.37539, 26.66108, -22.56699)
H (-16.67560, 33.53485, -27.76537)
H (-5.15221, 27.02596, -27.22237)
H (-17.41994, 31.92364, -27.59627)
H (-17.15892, 29.38256, -29.77181)
H (-13.26286, 21.46628, -21.15025)
H (-16.41587, 32.67961, -26.28048)
H (-18.54675, 21.16918, -21.28232)
H (-14.59831, 31.17942, -18.94572)
H (-12.40283, 25.15493, -23.58040)
H (-9.44028, 27.93010, -23.27161)
H (-20.07870, 21.97979, -21.30789)
H (-7.31426, 23.00580, -23.58975)
H (-17.27041, 25.84562, -25.34436)
H (-15.05108, 24.70498, -27.78122)
H (-14.81551, 25.19729, -18.42063)
H (-10.85496, 26.74129, -14.86888)
H (-15.72754, 29.58077, -25.32323)
H (-16.63498, 29.50635, -28.08287)
H (-20.55381, 28.66731, -25.96669)
H (-21.24464, 27.23651, -25.31356)
H (-8.22685, 20.09592, -21.49295)
H (-13.97040, 29.53540, -20.33658)
H (-10.55504, 29.52114, -26.10407)
H (-13.01880, 25.35018, -21.97631)
H (-11.48164, 29.28319, -28.63539)
H (-7.44241, 23.55901, -21.88172)
H (-17.12078, 27.24839, -26.44000)
H (-12.51617, 35.00913, -27.12396)
H (-8.99329, 31.22580, -20.10692)
H (-18.34709, 27.67811, -30.40846)
H (-19.52979, 27.47184, -25.19903)
H (-15.48344, 29.23447, -17.32826)
H (-11.35277, 27.57007, -18.98085)
H (-13.65060, 30.44503, -21.82931)
H (-15.08357, 25.47181, -20.18799)
H (-6.72093, 29.19615, -26.19358)
H (-10.07098, 26.00606, -26.39879)
H (-14.84980, 24.38555, -29.42039)
H (-4.51904, 26.09810, -28.52561)
H (-18.48052, 32.05888, -22.84387)
H (-15.99000, 26.36907, -19.03365)
H (-17.59220, 22.96085, -24.26420)
H (-10.22582, 24.28484, -26.99529)
H (-11.01004, 26.05001, -16.54109)
H (-16.76420, 31.53424, -23.08420)
H (-9.71215, 20.28570, -22.39607)
H (-15.88003, 27.73778, -16.58548)
H (-13.77396, 36.04784, -27.69793)
H (-15.46103, 32.62763, -18.61583)
H (-12.26123, 28.50789, -27.20748)
H (-10.60693, 27.12999, -22.15846)
H (-20.00448, 28.17925, -32.32657)
H (-15.91506, 22.18789, -25.71799)
H (-12.41410, 26.39023, -15.51697)
H (-9.79571, 19.69653, -20.75461)
H (-17.28134, 27.33049, -21.40767)
H (-16.05411, 25.54512, -29.07906)
H (-12.72842, 35.49527, -28.93086)
H (-20.26710, 29.27602, -30.92369)
H (-14.27087, 32.49839, -19.93924)
H (-18.05483, 30.63664, -23.76617)
H (-12.53771, 32.80362, -30.57907)

Calculated values
HOMO-LUMO gap = 9.5 eV
lowest unoccupied orbital energy = -0.58 eV
SMILES = O=[N+]([O-])c1ccccc1.COP(=O)(OC)OC.COP(=O)(OC)OC.COP(=O)(OC)OC.COP(=O)(OC)OC.COP(=O)(OC)OC.COP(=O)(OC)OC.COP(=O)(OC)OC.COP(=O)(OC)OC.COP(=O)(OC)OC.CCOC(=O)OC
molecular weight = 1487.891 g mol⁻¹
highest occupied orbital energy = -0.3700 hartree
multiplicity = 1
ΔE to the lowest compared entry with this formula, charge and spin = 1.247 eV